[1]
20
Properties=species:S:1:pos:R:3:forces:R:3 method="wB97M-V/def2-TZVPD" homo_ev="-7.919 / -7.679" de_lowest_kj_mol=281.1 gap_ev="7.9 / 8.0" e_lumo_ev="0.02 / 0.31" energy_ev=-17307.2157
C 1.780871 -0.178067 -0.728217 3.913 1.202 -0.176
C -3.019438 -0.671070 -0.612243 -0.844 0.463 -0.795
C 1.763373 0.687479 0.607158 0.786 -2.831 -0.244
C 1.157163 -0.387045 1.600346 -1.136 2.326 -1.283
N -1.596654 1.304113 -1.020641 -0.223 -0.944 -1.650
N -1.057570 1.395120 0.002789 0.765 0.773 0.188
N 0.941559 -1.204209 -0.534898 -0.542 -0.256 -1.084
N 0.261982 -1.084166 0.658278 -0.905 -1.635 1.117
N -1.796428 -1.143288 -0.327607 3.558 -0.547 1.468
N -0.982697 -0.597133 0.657242 -2.871 0.330 0.485
O 2.597986 -0.076266 -1.646752 -1.738 0.050 0.964
O -3.792278 -0.080713 0.074022 -0.565 0.495 1.545
H -3.261982 -0.853537 -1.635212 -0.228 -0.764 -1.225
H 2.781886 0.991217 0.935399 -0.928 0.298 -0.738
H 0.996159 1.392308 0.371893 0.083 1.233 0.567
H 1.860713 -1.114536 1.944589 0.525 -0.137 0.465
H 0.561601 0.154557 2.387497 0.565 -1.149 -0.679
H -1.515420 1.945447 -1.842000 -0.030 0.652 0.846
H 0.708406 -1.908195 -1.238086 0.418 0.296 0.648
H -1.252497 -1.560184 -1.071477 -0.603 0.146 -0.422



[2]
55
Properties=species:S:1:pos:R:3:forces:R:3 method="wB97M-V/def2-TZVPD" homo_ev=-8.612 gap_ev=8.9 e_lumo_ev=0.24 energy_ev=-60095.4148
C -1.415829 -0.049447 2.630714 0.077 -0.129 0.163
C -2.287907 -0.356429 1.423063 -0.049 0.286 0.326
C -1.640607 -0.536267 0.074437 -0.026 0.156 0.274
O -2.285051 -0.744661 -0.903893 -0.330 -0.169 -0.627
O -0.293242 -0.343416 -0.004044 0.370 -0.073 0.135
C 0.500503 -1.436841 0.482903 -0.126 0.071 -0.176
C 1.175464 -2.203109 -0.638650 -0.002 -0.099 -0.017
C 2.127055 -1.411263 -1.543170 -0.461 0.166 -0.025
O 3.139762 -2.314300 -1.986561 0.222 0.147 0.193
C 4.486410 -1.937452 -1.752049 -0.045 -0.276 -0.027
P 5.403523 -3.365186 -1.125632 0.501 -0.021 -0.091
O 6.852943 -3.164664 -1.132766 -0.213 0.094 -0.044
O 4.902035 -4.612313 -1.966170 -0.042 -0.180 0.179
O 4.754079 -3.688566 0.311587 -0.256 0.182 0.000
C 1.507603 -0.768095 -2.813385 0.395 -0.187 -0.025
O 0.097453 -0.773304 -2.870686 -0.144 0.047 -0.031
C -0.477595 -1.804892 -3.591273 -0.009 -0.084 0.604
I -0.357713 -1.507827 -5.715567 -0.024 0.007 -0.187
P 1.997796 0.991634 -3.171775 -0.197 0.157 -0.162
C 1.092120 1.853084 -1.839656 0.084 -0.150 0.093
O 3.519594 0.920041 -2.479296 0.039 0.171 0.133
H -1.009164 0.957640 2.581468 0.026 -0.009 -0.050
H -0.594395 -0.748032 2.777326 0.010 -0.087 -0.090
H -2.029445 -0.102113 3.529503 -0.014 0.100 0.013
H -2.950032 0.503002 1.282587 -0.098 -0.069 -0.052
H -2.950163 -1.205668 1.593763 0.053 -0.081 -0.043
H 1.235318 -1.029471 1.179239 0.022 0.052 -0.002
H -0.147916 -2.130278 1.022672 0.106 -0.030 0.163
H 0.421779 -2.754754 -1.200518 0.009 0.051 -0.128
H 1.805973 -2.949092 -0.146493 -0.019 -0.061 -0.014
H 2.569173 -0.608879 -0.944657 0.177 -0.103 0.043
H 4.567596 -1.144780 -1.005044 0.016 0.145 -0.094
H 4.980427 -1.607605 -2.668055 -0.039 0.146 -0.001
H 4.100248 -5.012392 -1.607155 -0.021 0.041 -0.137
H 4.860270 -2.930947 0.901820 0.066 -0.206 0.117
H 1.923549 -1.325009 -3.659572 -0.096 -0.182 0.007
H 0.001368 -2.765247 -3.398483 0.069 0.014 -0.135
H -1.524582 -1.847544 -3.307996 -0.029 0.093 -0.186
H 0.036325 1.855627 -2.105591 -0.062 0.120 0.056
H 1.467919 2.875829 -1.779663 -0.130 0.086 -0.090
H 1.209485 1.378463 -0.866751 -0.018 -0.033 0.030
H 3.742948 1.805649 -2.168201 0.244 -0.115 -0.063
C -4.385001 4.434095 2.406701 -0.023 -0.051 -0.040
C -5.170952 3.587485 3.406318 0.032 0.044 0.040
C -4.401191 2.274360 3.367540 -0.001 -0.002 -0.045
O -3.039991 2.614903 3.090177 -0.049 0.014 -0.041
C -2.956610 3.983356 2.681020 -0.008 0.022 0.051
H -4.519077 5.506204 2.538925 -0.003 0.007 0.018
H -4.674692 4.176965 1.385745 0.007 0.000 -0.002
H -5.112818 4.030897 4.402410 0.001 -0.007 0.003
H -6.221472 3.465629 3.148504 -0.004 -0.002 -0.021
H -4.773790 1.621936 2.569373 -0.030 0.003 0.016
H -4.443549 1.725770 4.309173 0.031 -0.010 0.003
H -2.505231 4.565914 3.490862 -0.005 0.024 -0.014
H -2.310700 4.051364 1.804921 0.016 -0.031 0.001



[3]
36
Properties=species:S:1:pos:R:3:forces:R:3 method="wB97M-V/def2-TZVPD" charge=+1 homo_ev=-13.124 de_lowest_kj_mol=251.7 gap_ev=10.5 e_lumo_ev=-2.64 energy_ev=-18709.3604
C -3.268427 1.366930 -0.270736 -1.562 1.167 -2.579
N -2.950642 0.043713 0.146958 -1.868 -0.496 -2.522
C -3.863107 -1.058586 -0.184560 -0.274 -1.186 0.019
C -1.741167 -0.195696 0.455229 1.310 0.932 2.970
N -1.260655 -1.369639 0.746439 -0.292 -2.009 -0.920
C 0.098079 -1.312416 1.293794 -0.158 3.211 -0.759
N 1.071744 -1.628052 0.351469 -1.151 0.279 -1.685
C 1.576555 -0.472191 -0.450177 -1.071 -0.347 -0.093
C 0.830700 -0.500558 -1.780469 -0.761 1.757 -1.159
C 2.995016 -0.514060 -0.962202 1.500 -2.637 2.242
C 1.399539 0.681139 0.538566 0.084 0.183 1.714
C 1.316669 1.950432 -0.206921 -1.045 1.399 -0.822
C 2.545644 0.854383 1.636756 0.252 -1.974 1.548
N 0.195869 0.343822 1.443773 1.161 -1.788 -0.044
O -1.030864 0.829460 0.921795 0.083 -0.480 -1.224
H -4.322580 1.359535 -0.134625 -1.040 0.819 0.366
H -2.818009 2.114785 0.376009 0.102 0.022 -0.440
H -3.227320 1.568499 -1.450726 0.757 -0.462 2.561
H -3.817213 -1.765665 0.666386 -0.767 0.559 -0.126
H -4.895408 -0.746017 -0.490668 1.062 0.112 0.931
H -3.561202 -1.709896 -1.018773 0.474 0.611 -0.215
H -1.715485 -2.171836 0.245270 1.289 0.767 0.990
H 0.170367 -1.782142 2.278439 0.090 -0.002 -0.409
H 1.813763 -1.974521 0.803907 3.428 -2.155 2.016
H -0.245036 -0.437495 -1.782202 -0.710 0.027 0.581
H 1.025474 -1.431945 -2.314360 0.406 0.152 0.129
H 1.110036 0.388245 -2.421922 -0.025 -1.153 0.528
H 3.718194 -0.459097 -0.098969 -0.488 0.422 -1.204
H 3.124053 0.237268 -1.730537 0.394 -0.139 0.052
H 3.174015 -1.561598 -1.310134 -0.076 0.961 -0.474
H 2.206259 1.986336 -0.852045 -0.097 0.376 0.414
H 1.295315 2.805213 0.506084 -0.106 -0.363 -0.901
H 0.460159 1.951869 -0.938425 0.602 0.314 0.980
H 2.475201 0.009294 2.455307 -0.074 1.528 -1.504
H 2.507327 1.806436 2.200689 -0.655 -0.466 -0.488
H 3.607131 0.794053 1.331564 -0.773 0.057 -0.472



[4]
49
Properties=species:S:1:pos:R:3:forces:R:3 method="wB97M-V/def2-TZVPD" charge=-1 homo_ev=-3.975 de_lowest_kj_mol=6.2 gap_ev=6.9 e_lumo_ev=2.94 energy_ev=-93603.9265
Cu -0.341767 0.781625 0.048291 -0.453 0.244 0.495
C -6.933744 1.824847 -2.698834 0.065 0.030 -0.035
C -5.727311 0.933580 -2.645044 -0.048 -0.058 -0.027
C -5.057387 0.726879 -1.445577 0.005 -0.052 -0.059
C -3.951270 -0.099112 -1.393869 -0.133 0.097 0.109
C -3.514385 -0.730501 -2.540350 0.536 -0.298 0.116
C -4.164368 -0.540667 -3.743983 0.102 -0.094 -0.189
C -5.265405 0.299570 -3.794345 -0.036 -0.012 0.135
S -2.041623 -1.739519 -2.312432 0.148 -0.126 -0.018
O -1.674413 -2.321704 -3.591803 -0.132 0.420 -0.050
O -2.364522 -2.686143 -1.274222 0.019 0.230 0.101
N -0.973834 -0.699910 -1.719564 -0.837 -1.400 0.509
C -0.420604 0.259868 -2.442383 0.457 0.629 -0.870
C -0.618923 0.514548 -3.817947 -0.084 0.140 -0.154
C 0.025308 1.568589 -4.411588 0.125 0.087 0.191
C 0.898663 2.356158 -3.654384 0.046 0.123 -0.159
C 1.020800 2.080544 -2.309366 0.067 0.051 -0.109
N 0.378473 1.083622 -1.707711 0.177 -0.096 -0.626
H -7.180972 2.189836 -1.704705 -0.074 0.049 0.032
H -7.796715 1.292882 -3.102666 -0.029 0.041 -0.008
H -6.732970 2.684977 -3.337417 -0.099 0.088 -0.046
H -5.398564 1.220315 -0.548143 -0.044 0.087 0.128
H -3.406219 -0.262329 -0.478661 0.014 0.075 0.222
H -3.813372 -1.051571 -4.629777 0.076 -0.022 -0.044
H -5.779301 0.465214 -4.732485 -0.029 -0.026 -0.086
H -1.295554 -0.117630 -4.366332 0.019 -0.066 -0.128
H -0.151234 1.803421 -5.455620 0.048 -0.087 0.005
H 1.449176 3.169841 -4.103297 0.003 0.075 0.043
H 1.643539 2.690560 -1.664019 -0.004 0.008 -0.035
F -4.907502 3.510701 1.283946 0.154 -0.240 0.032
C -3.889638 2.671914 1.648903 0.107 -0.026 0.048
C -2.859371 2.409213 0.769894 -0.040 0.238 -0.010
C -1.776771 1.607785 1.141605 -0.202 -0.043 0.342
C -1.796920 1.072651 2.454816 -0.442 0.395 -0.207
C -2.883304 1.308838 3.289069 0.050 0.056 -0.178
F -2.973012 0.718488 4.519964 0.054 0.097 -0.091
C -3.942292 2.111171 2.912030 -0.146 0.033 0.091
C -0.642663 0.257558 2.833236 0.247 -0.332 0.084
C -0.176349 0.110018 4.139053 0.077 -0.191 0.096
C 0.944992 -0.665336 4.374122 -0.029 -0.004 -0.265
C 1.572187 -1.288441 3.302598 -0.017 -0.025 0.273
C 1.054727 -1.081908 2.036202 0.170 -0.105 0.087
N -0.002880 -0.321144 1.799729 0.113 -0.054 0.394
H -2.896413 2.852978 -0.216091 -0.067 0.055 -0.097
H -4.780619 2.279615 3.569253 -0.038 0.017 0.074
H -0.682416 0.588259 4.962731 -0.074 0.072 -0.044
H 1.322114 -0.780883 5.380799 0.035 -0.029 0.057
H 2.430368 -1.925921 3.455717 0.074 -0.019 -0.065
H 1.497358 -1.547521 1.166262 0.068 -0.036 -0.064



[5]
7
Properties=species:S:1:pos:R:3:forces:R:3 method="wB97M-V/def2-TZVPD" homo_ev=-9.773 de_lowest_kj_mol=35.3 gap_ev=7.5 e_lumo_ev=-2.29 energy_ev=-24552.2183
N 1.000146 -0.428311 -0.031071 -0.416 0.931 -0.099
S -0.213203 0.693804 0.002249 -0.851 -1.751 -0.263
O -0.335751 1.298229 -1.278410 0.068 -0.171 0.086
O -0.132706 1.437116 1.211546 -0.062 -0.343 0.017
I -2.525366 -1.081857 0.006064 1.637 1.300 0.137
H 0.922421 -1.112268 -0.768007 -0.161 0.004 -0.170
H 1.284462 -0.806715 0.857632 -0.215 0.031 0.292